This record from OMol25 describes a molecular structure, C23H26N6O4S. The level of theory is ωB97M-V with the def2-TZVPD basis set.

Output
Relative energy (zero: lowest compared OMol25 entry of this formula, charge and spin) (kJ/mol): 2484.7
F_max (eV Å⁻¹): 17.07
HOMO energy (eV): -7.731

```
60
C23H26N6O4S, DFT ωB97M-V with the def2-TZVPD basis set
H -7.47157 0.41084 0.81781
H 4.38567 -0.89418 -1.61358
H 3.17228 0.02624 2.30160
H 5.03798 1.04990 0.68276
N -5.18451 2.03404 0.97717
N -3.99254 2.74736 0.73680
C -3.64147 -1.25368 -0.64200
C -0.00847 4.36294 0.57222
C -2.85713 -2.33670 -1.40917
C 2.45456 -0.07816 1.14049
H 0.19967 5.24714 0.80348
H -3.32407 -2.73507 -2.45286
C 2.82723 4.91979 0.33821
H -2.89439 -3.27869 -0.68806
H -0.93304 0.58025 -0.70505
O 1.21499 -0.22846 -1.23029
N -3.54981 0.75715 0.09766
N 2.90297 0.88615 0.13020
C -7.14907 -2.42222 -0.38623
C -5.58508 -0.23322 0.08272
C -7.82544 -1.36918 0.29281
H 4.51214 -3.18245 -0.69207
H 1.51309 -0.11304 1.16851
O 3.78575 -4.38753 1.31178
H 5.93744 -0.63011 -0.84763
H -5.30053 -3.43275 -1.09933
H 2.41493 -1.83925 -0.28531
C 0.54744 1.94433 -0.28628
C -5.91741 -2.42683 -0.58124
S 1.90967 1.20033 -1.14423
H -1.84924 -2.29213 -1.51202
H 5.92656 -2.62425 -0.30604
H 3.89565 4.90765 -0.00185
H 2.42362 5.70052 -0.31201
H -1.98949 4.18274 0.98176
C -7.03604 -0.11359 0.14456
H 2.83967 -2.37880 1.27594
C 3.13675 -1.65176 0.73074
N -2.79977 -0.14170 -0.58079
H 3.65211 -4.79163 0.44972
C 5.04530 -2.74122 -0.15230
H -8.78083 -1.28847 0.31110
C 0.97228 3.24700 0.04848
C 4.68027 -0.57415 -0.67370
H 5.88738 -4.65582 1.06369
H -7.80603 -3.45808 -0.53604
H 4.37364 1.65739 -1.05198
C -1.68428 2.48267 0.12959
C 5.03245 -3.76850 1.07864
O 2.35722 3.46215 -0.29139
O 2.57289 1.67548 -2.42212
C -2.98304 2.12239 0.40522
C -5.07605 -1.38605 -0.56697
C -1.21628 3.68198 0.65426
N 4.35063 -1.45896 0.55096
H 5.32095 -3.36807 2.14496
H 2.79085 5.17283 1.29924
C 4.27981 0.70057 -0.18177
C -0.68160 1.65292 -0.46620
C -4.81664 0.72198 0.39544
```